This record from OMol25 describes C47H45CdCl5Ge2O3PS as an isolated structure. The level of theory is ωB97M-V/def2-TZVPD.

ORCA input file:
```
! RIJCOSX wB97M-V def2-TZVPD def2/J DEFGRID3
* xyz -1 1
Cd 0.06220 0.42775 -0.60764
O 2.95682 -0.32557 -1.24613
C 2.09681 -1.19892 -1.32786
O 1.24803 -1.51406 -0.40338
C 1.91875 -1.97270 -2.61874
C 3.03998 -2.20143 -3.40595
C 2.94730 -2.96046 -4.56078
C 1.71892 -3.48698 -4.93980
C 0.59007 -3.22615 -4.17827
C 0.66228 -2.45549 -3.01862
P -0.87901 -2.06808 -2.05748
C -2.14831 -1.78571 -3.36149
C -3.49045 -1.78921 -2.96817
C -4.48947 -1.31461 -3.80485
C -4.16490 -0.80220 -5.05574
C -2.83650 -0.77290 -5.45462
C -1.83931 -1.25458 -4.61341
C -1.23926 -3.78387 -1.45925
C -0.54706 -4.21920 -0.32579
C -0.74351 -5.49807 0.17549
C -1.64315 -6.36371 -0.43377
C -2.33805 -5.94115 -1.55767
C -2.13423 -4.66406 -2.06792
H 3.98164 -1.77369 -3.08554
H 3.82813 -3.14567 -5.16361
H 1.63738 -4.09296 -5.83429
H -0.36677 -3.62740 -4.49266
H -3.75511 -2.13964 -1.97548
H -5.51931 -1.31877 -3.46886
H -4.93897 -0.40711 -5.70233
H -2.56423 -0.34426 -6.41228
H -0.80440 -1.16761 -4.92194
H 0.15389 -3.54221 0.15238
H -0.19364 -5.81645 1.05327
H -1.80072 -7.35910 -0.03652
H -3.04056 -6.60639 -2.04615
H -2.67128 -4.36373 -2.95745
C 1.07173 0.39189 5.97420
C 0.17252 -0.21120 4.88546
Ge 0.68218 0.17863 3.03187
C 2.20458 -0.85473 2.43231
C 3.37934 -0.71917 3.40759
C 1.15894 2.05560 2.99159
C 1.38411 2.97521 2.04038
Ge 0.67495 2.74398 0.17698
C -1.02965 3.76701 0.06876
C -1.23220 5.15958 0.66883
C 1.92551 3.39358 -1.21340
C 2.00941 4.87473 -1.59482
C 2.14414 4.20683 2.44725
C 3.03051 4.19740 3.53190
C 3.72174 5.33645 3.91164
C 3.56291 6.52328 3.20506
C 2.72071 6.54334 2.10412
C 2.03394 5.39520 1.73041
H 0.70161 0.13712 6.97069
H 1.10792 1.48081 5.92003
H 2.09819 0.03005 5.90760
H -0.84945 0.16076 4.99077
H 0.11634 -1.29412 5.00602
H 2.46068 -0.47880 1.44188
H 1.91312 -1.89668 2.29431
H 3.62421 0.32899 3.60307
H 4.27554 -1.18611 2.99293
H 3.17690 -1.19723 4.36857
H 1.45317 2.33153 4.00691
H -1.76240 3.08774 0.51037
H -1.26523 3.78611 -1.00176
H -0.93791 5.20185 1.72006
H -2.28618 5.44868 0.61421
H -0.66501 5.92873 0.13806
H 1.59016 2.82386 -2.08640
H 2.91079 2.98478 -0.97533
H 1.01778 5.32452 -1.70590
H 2.52074 4.99459 -2.55456
H 2.56207 5.46654 -0.86415
H 3.20837 3.27562 4.07191
H 4.40077 5.29360 4.75485
H 4.10492 7.41345 3.49966
H 2.59981 7.45092 1.52466
H 1.39383 5.42009 0.86391
Cl -4.78326 3.51937 -5.45455
C -3.46094 2.74263 -4.64949
C -3.61383 2.22771 -3.36575
Cl -5.14616 2.36077 -2.57119
C -2.55912 1.59168 -2.72802
Cl -2.78546 0.93108 -1.13318
C -1.28832 1.41214 -3.34114
O -0.31339 0.76255 -2.82750
C -1.17190 1.96628 -4.64407
Cl 0.34668 1.73997 -5.43737
C -2.22224 2.60727 -5.27744
Cl -2.00745 3.23335 -6.87633
S -1.22600 -0.22837 1.87251
C -1.80989 -1.83960 2.33029
C -3.14199 -2.12945 2.03689
C -3.66182 -3.38531 2.31336
C -2.86684 -4.36314 2.89776
C -1.54011 -4.07812 3.18472
C -1.00764 -2.83029 2.89040
H -3.76343 -1.36569 1.58340
H -4.69545 -3.59995 2.07040
H -3.27501 -5.34270 3.11354
H -0.90377 -4.83926 3.62038
H 0.04068 -2.63749 3.07253
*
```

Values from the calculation:
* maximum force: 0.41 eV/A
* M: 1155.81 g mol⁻¹
* HOMO-LUMO gap: 7.4 eV

This record from OMol25 describes one molecule with the formula C5H9N at a distorted geometry. The level of theory is ωB97M-V/def2-TZVPD.

ORCA input file:
```
! RIJCOSX wB97M-V def2-TZVPD def2/J DEFGRID3
* xyz 0 1
C -1.80090 -0.60330 0.00052
C -0.61445 0.33376 -0.02500
C 0.55879 -0.04973 0.89794
C 1.87195 0.27084 0.14335
C 1.60490 0.16054 -1.29563
N 1.30317 0.04759 -2.40694
H -2.33917 -0.60489 0.94888
H -2.48539 -0.31622 -0.80340
H -1.46148 -1.62390 -0.21554
H -0.88899 1.37756 0.15924
H -0.29513 0.29328 -1.08208
H 0.53762 0.49133 1.85611
H 0.53144 -1.11489 1.16172
H 2.69335 -0.41312 0.36830
H 2.21201 1.28917 0.35602
*
```

Values from the calculation:
* maximum force: 1.46 eV/A
* M: 83.13 g mol⁻¹
* SMILES: CCCCC#N
* HOMO-LUMO gap: 11.8 eV

This record from OMol25 describes C7H10O as an isolated structure at a distorted geometry. The level of theory is ωB97M-V/def2-TZVPD.

ORCA input file:
```
! RIJCOSX wB97M-V def2-TZVPD def2/J DEFGRID3
* xyz 0 1
C -2.56323 -0.32570 0.00967
C -1.06256 0.18470 0.18387
C -0.82879 1.43983 0.05540
C 0.72512 1.53980 -0.12868
C 1.25997 0.30714 0.31904
C 2.46835 -0.18223 -0.00747
C 0.22874 -0.57355 0.67070
H -2.82798 -0.99699 -0.89124
H -3.13468 0.79348 -0.10232
H -2.84518 -0.95655 0.88471
H -1.36274 2.27425 -0.18916
H 1.41962 2.32221 -0.47351
H 3.18538 -0.23163 1.04977
H 2.40057 -1.35067 -0.45977
H 3.45944 0.11740 -0.92343
H -0.12809 -1.18532 1.50698
H -0.60250 -1.43221 -1.25278
O 0.20856 -1.74397 -0.25176
*
```

Values from the calculation:
* maximum force: 12.45 eV/A
* M: 110.16 g mol⁻¹
* HOMO-LUMO gap: 8.3 eV

This record from OMol25 describes C29H61B4NO27 as an isolated structure at a distorted geometry. The level of theory is ωB97M-V/def2-TZVPD.

ORCA input file:
```
! RIJCOSX wB97M-V def2-TZVPD def2/J DEFGRID3
* xyz 0 1
C -4.96588 -2.93370 -2.18125
C -4.01079 -3.26825 -3.32305
O -3.17157 -2.18610 -3.71460
C -2.05002 -1.97660 -2.88258
C -1.58221 -0.51258 -2.96842
B -0.02740 -0.53350 -2.82835
O 0.82450 -0.60221 -3.92408
B 1.86976 -1.49652 -3.78239
C 2.23850 -2.54932 -4.88323
C 1.14198 -3.58185 -5.05430
C 1.20557 -4.77788 -4.12649
N 0.23976 -3.38666 -5.92475
O 2.53830 -1.48436 -2.56219
B 1.65642 -1.50708 -1.48397
B 1.89774 -2.63980 -0.20264
O 1.04633 -3.67877 0.07967
O 3.01273 -2.48806 0.60301
C 4.05003 -3.44890 0.38555
O 0.57279 -0.63113 -1.56361
H -5.67303 -2.16102 -2.49438
H -4.42619 -2.53781 -1.31355
H -5.51156 -3.82036 -1.84671
H -3.37960 -4.13579 -3.07154
H -4.57886 -3.52302 -4.22253
H -2.27854 -2.22137 -1.83650
H -1.24544 -2.66881 -3.20280
H -2.03501 0.04368 -2.13992
H -1.90972 -0.09484 -3.92332
H 2.45135 -2.07804 -5.84774
H 3.14571 -3.06797 -4.55203
H 0.23510 -4.91758 -3.63496
H 1.44997 -5.68106 -4.69259
H 1.96301 -4.65703 -3.35045
H -0.44245 -4.14699 -5.92831
H 0.47918 -3.92394 -0.65798
H 3.73137 -4.44540 0.70855
H 4.91505 -3.13709 0.97198
H 4.32292 -3.49335 -0.67420
C 8.84768 -1.08048 4.56827
O 7.44573 -1.35396 4.47844
C 6.79792 -0.60626 3.58588
O 7.29660 0.25171 2.90060
O 5.50842 -0.93828 3.61745
C 4.66048 -0.14758 2.76819
H 9.22631 -1.75943 5.32565
H 9.33696 -1.26717 3.61439
H 9.01791 -0.04825 4.86760
H 4.93197 -0.26622 1.72146
H 4.72724 0.90068 3.04757
H 3.65101 -0.51130 2.92713
C 6.95523 -7.33207 -4.63576
O 5.74959 -6.62057 -4.94106
C 5.80096 -5.92139 -6.07395
O 6.74275 -5.85133 -6.81719
O 4.62810 -5.31201 -6.24062
C 4.53763 -4.51228 -7.42507
H 6.75896 -7.84430 -3.69933
H 7.18317 -8.05111 -5.41975
H 7.78797 -6.64116 -4.52219
H 4.67521 -5.11148 -8.32252
H 5.27714 -3.71390 -7.40805
H 3.53770 -4.08763 -7.41255
C -6.43518 1.11833 2.48736
O -5.45625 0.32667 1.80282
C -4.20340 0.73531 1.97481
O -3.86042 1.67871 2.63890
O -3.40240 -0.08154 1.29854
C -2.00587 0.23654 1.40572
H -7.39187 0.66148 2.25135
H -6.26271 1.09555 3.56150
H -6.41102 2.14640 2.13215
H -1.68265 0.18080 2.44364
H -1.81149 1.23333 1.01469
H -1.48846 -0.50270 0.80681
C 1.87419 5.91869 2.96823
O 3.25568 5.89639 3.35018
C 3.85946 4.79375 2.93055
O 3.32666 3.89582 2.32875
O 5.14585 4.81090 3.27531
C 5.79287 3.60622 2.85778
H 1.45950 6.84347 3.35579
H 1.78143 5.90272 1.88475
H 1.34584 5.06895 3.39549
H 5.71943 3.48686 1.77907
H 5.34860 2.74576 3.35109
H 6.83328 3.69882 3.15220
C 0.68568 10.70328 0.55909
O -0.58731 10.86374 1.19561
C -1.04582 9.76274 1.78540
O -0.48943 8.69612 1.81584
O -2.22503 10.03840 2.33694
C -2.83147 8.92806 3.00935
H 0.91858 11.67325 0.13178
H 1.44364 10.41842 1.28594
H 0.62957 9.94889 -0.22296
H -2.19693 8.57942 3.82156
H -3.01117 8.11107 2.31368
H -3.77107 9.30591 3.39948
C -2.06710 3.29313 6.45698
O -2.43300 2.40350 5.39804
C -1.96856 2.75901 4.19966
O -1.29634 3.72899 3.96923
O -2.36339 1.85747 3.30948
C -1.90962 2.10531 1.96480
H -2.51298 2.87416 7.35355
H -0.98484 3.34110 6.56026
H -2.45872 4.29143 6.27137
H -0.82199 2.11026 1.92736
H -2.28947 3.06040 1.60562
H -2.30250 1.28923 1.36669
C -11.12038 -3.38353 -0.68124
O -10.29691 -3.01861 0.43143
C -9.02255 -2.79070 0.11762
O -8.54710 -2.86908 -0.98559
O -8.36794 -2.46401 1.22787
C -6.97722 -2.18180 1.02533
H -12.11306 -3.53325 -0.26890
H -11.13536 -2.58827 -1.42374
H -10.75928 -4.30181 -1.13987
H -6.84768 -1.33739 0.35250
H -6.46717 -3.05528 0.62326
H -6.56955 -1.93993 2.00117
*
```

Values from the calculation:
* maximum force: 17.64 eV/A
* M: 899.03 g mol⁻¹
* HOMO-LUMO gap: 7.4 eV

This record from OMol25 describes one molecule with the formula C2H6N2O at a distorted geometry. The level of theory is ωB97M-V/def2-TZVPD.

ORCA input file:
```
! RIJCOSX wB97M-V def2-TZVPD def2/J DEFGRID3
* xyz 0 3
C -1.88742 0.11580 0.01539
C 1.91644 -0.44165 -0.04180
N -0.64518 -0.52292 -0.15279
N 0.33699 0.26357 -0.09001
O 0.31792 1.47330 -0.09623
H -1.94717 0.66122 0.97559
H -2.72501 -0.51527 0.24786
H -2.05623 0.65652 -0.93044
H 1.76210 -1.47960 -0.46091
H 2.65854 0.14722 -0.45803
H 2.26903 -0.35821 0.99137
*
```

Values from the calculation:
* maximum force: 11.11 eV/A
* M: 74.08 g mol⁻¹
* HOMO-LUMO gap (alpha / beta): 7.4 / 8.4 eV
* <S²>: 2.008

This record from OMol25 describes one molecule with the formula C26H31N3O5. The level of theory is ωB97M-V/def2-TZVPD.

ORCA input file:
```
! RIJCOSX wB97M-V def2-TZVPD def2/J DEFGRID3
* xyz 0 1
C 7.39654 1.93665 2.26093
C 7.67250 0.82316 1.25810
C 7.37850 1.27797 -0.17370
O 6.01644 1.60811 -0.37343
C 5.09247 0.63553 -0.52034
C 3.77046 1.07808 -0.65102
C 2.73612 0.18658 -0.80897
C 2.98295 -1.18704 -0.84889
C 1.93201 -2.19312 -1.00464
O 2.32579 -3.29782 -1.62407
C 0.65556 -2.11757 -0.50171
C -0.20554 -3.26990 -0.54005
O 0.00170 -4.32069 -1.14256
C -1.36337 -2.98638 0.39812
O -2.26357 -3.72688 0.72119
N -1.15338 -1.73725 0.88490
C -1.95984 -1.18246 1.94256
C -3.05174 -0.21420 1.48085
C -3.98554 -0.85881 0.44246
N -5.15577 -0.09313 0.07802
C -6.14508 0.06231 1.12661
C -7.42213 0.62479 0.49862
O -7.18070 1.86281 -0.12884
C -6.19145 1.72890 -1.12273
C -4.88451 1.19195 -0.53629
C -0.03655 -1.03154 0.27921
C -0.57387 0.06862 -0.61850
C -0.49621 1.40849 -0.25285
C -1.04745 2.36026 -1.09716
N -1.64798 2.06167 -2.23513
C -1.72475 0.78897 -2.58193
C -1.20949 -0.24444 -1.81398
C 4.30550 -1.62325 -0.75218
C 5.34585 -0.73496 -0.57892
H 8.05059 2.78592 2.07758
H 7.56279 1.58442 3.27572
H 6.36581 2.27193 2.17393
H 8.71929 0.51957 1.31231
H 7.05355 -0.04305 1.49999
H 7.70387 0.52347 -0.89957
H 7.91377 2.20890 -0.38032
H 3.58692 2.14081 -0.63514
H 1.73643 0.55972 -0.94943
H 1.57365 -3.95502 -1.62839
H -2.43085 -2.03862 2.43539
H -1.29703 -0.67956 2.65583
H -2.60286 0.68799 1.06236
H -3.62834 0.07084 2.36267
H -4.32763 -1.82597 0.81952
H -3.42490 -1.04129 -0.47925
H -6.35118 -0.91369 1.56943
H -5.81150 0.75463 1.91971
H -8.18145 0.81062 1.26026
H -7.80646 -0.09721 -0.23694
H -6.04553 2.72304 -1.54816
H -6.54117 1.03994 -1.90577
H -4.15064 1.06335 -1.33385
H -4.49638 1.92858 0.18918
H 0.60356 -0.59574 1.05875
H -0.01401 1.70250 0.66819
H -1.00930 3.41272 -0.84966
H -2.22495 0.58815 -3.51989
H -1.29928 -1.26986 -2.13945
H 4.51027 -2.68148 -0.80027
H 6.34946 -1.12103 -0.49841
*
```

Values from the calculation:
* maximum force: 0.85 eV/A
* M: 465.55 g mol⁻¹
* SMILES: CCCOc1ccc(/C(O)=C2/C(=O)C(=O)N(CCCN3CCOCC3)[C@@H]2c2ccncc2)cc1
* HOMO-LUMO gap: 7.8 eV

Which of these has the lowest maximum force? C47H45CdCl5Ge2O3PS